No. 1
Entry from the Open Molecules 2025 dataset: one molecule with the formula C4H9NO3 at a distorted geometry (wB97M-V/def2-TZVPD).

Geometry as XYZ:
```
17
Properties=species:S:1:pos:R:3:forces:R:3:nbo_charge:R:1
O -1.3537 -0.6322 -2.4474 -0.177 0.157 0.040 -0.590
H -1.3825 -1.8981 0.4136 -0.149 0.025 0.052 0.371
H 0.6454 -1.3437 -0.2302 0.052 -0.118 -0.274 0.224
O 0.7331 0.1788 -2.4980 -0.233 -0.096 -0.082 -0.683
C -0.0816 -0.5484 -0.3856 -0.877 1.137 0.665 -0.166
C 0.9676 0.5790 1.6815 -0.403 0.919 0.239 -0.061
O -0.1044 0.5119 2.6070 -0.031 -0.107 0.097 -0.740
H 1.3313 1.0818 -0.3511 0.186 -0.102 -0.054 0.226
C 0.4908 0.7344 0.2474 0.624 -0.180 -0.558 -0.428
H 0.5007 0.2073 -3.4387 0.057 0.077 -0.014 0.497
H -0.2388 1.5457 0.1773 -0.175 -0.124 0.197 0.213
N -1.3165 -0.8909 0.3323 0.056 -0.629 0.156 -0.852
H 1.5012 1.5049 1.9209 0.119 -0.108 0.060 0.175
H 1.6854 -0.2334 1.8397 -0.167 -0.229 -0.265 0.158
H -0.8665 0.1377 2.1426 0.117 -0.230 -0.041 0.491
C -0.3456 -0.3377 -1.8678 0.657 -0.501 -0.029 0.780
H -2.1659 -0.5971 -0.1434 0.344 0.110 -0.188 0.385
```
Positions in Å, forces in eV/Å.

## Properties
- Energy: -11926.84656 eV
- Energy above the lowest of the compared OMol25 structures with the same formula, charge and spin: 67.05 kJ/mol
- SMILES string: N[C@H](CCO)C(=O)O
- Frontier orbital gap: 10.40 eV



No. 2
Entry from the Open Molecules 2025 dataset: a 2-piece molecular cluster, C5H9NSe overall at a distorted geometry (wB97M-V/def2-TZVPD).

Geometry as XYZ:
```
16
Properties=species:S:1:pos:R:3:forces:R:3:nbo_charge:R:1
C -0.0541 1.2203 1.2186 -0.716 -1.349 1.154 -0.224
H 1.6267 1.6671 -0.0429 -0.634 0.034 0.766 0.229
C -1.8906 -0.5879 0.4900 -0.510 0.461 1.358 -0.609
C 0.5058 1.5822 -0.0089 3.423 1.338 -1.473 -0.730
Se -1.3876 -0.8083 -1.2554 0.488 -1.938 -0.531 0.404
H 0.4135 -2.6946 -1.5632 -0.046 -0.168 -0.322 0.223
H 0.1850 2.5177 -0.4092 -0.670 0.774 -0.185 0.225
H -1.0298 -3.3444 -0.6991 -1.073 -1.174 -0.061 0.221
H -1.0101 1.5194 1.4841 -1.516 1.098 0.428 0.181
C -1.3052 -1.2877 1.5874 -0.693 0.481 -0.059 0.204
H 0.0370 -2.2433 0.0476 1.431 0.339 2.452 0.213
H 0.4611 0.9197 -0.8499 -0.885 -1.259 -0.675 0.240
N -0.9028 -1.7499 2.5701 0.025 -0.185 -0.287 -0.353
C -0.3673 -2.5510 -0.8340 -0.487 2.146 -2.477 -0.679
H 0.4034 0.6625 2.0047 0.633 -0.407 0.009 0.199
H -2.9183 -0.1831 0.6679 1.227 -0.191 -0.098 0.257
```
Positions in Å, forces in eV/Å.

## Properties
- Energy: -72162.66147 eV
- Energy above the lowest of the compared OMol25 structures with the same formula, charge and spin: 382.85 kJ/mol
- Frontier orbital gap (alpha / beta): 7.12 / 8.13 eV



No. 3
Entry from the Open Molecules 2025 dataset: one molecule with the formula C12H13NO2 at a distorted geometry (wB97M-V/def2-TZVPD).

Geometry as XYZ:
```
28
Properties=species:S:1:pos:R:3:forces:R:3:nbo_charge:R:1
C -2.7927 -1.3089 -1.1404 -2.767 -1.077 1.203 -0.395
C -2.2566 -0.8573 0.1872 1.442 -0.070 1.747 -0.392
O 1.3865 0.5023 -2.0070 -0.610 -0.365 -1.122 -0.515
C 2.5539 2.2122 2.3476 -1.031 -1.675 -0.743 -0.214
C 1.5041 0.7832 0.1580 -2.897 2.563 2.599 0.121
H 4.1464 0.8613 2.1350 1.042 -0.069 -0.022 0.212
H -0.7182 -2.4807 0.3083 -0.384 0.355 0.591 0.228
H 3.3432 -0.2034 0.0780 -0.050 -0.311 -0.018 0.230
C -0.5061 -1.4547 -2.0755 2.149 -0.243 1.403 0.583
C -1.8692 -1.0119 -2.2874 -2.873 -0.022 -2.208 -0.525
C 0.7349 1.7727 0.8584 0.224 -0.021 -0.438 -0.223
H 3.0631 2.4664 3.2535 -0.348 1.071 0.461 0.217
H -1.8182 0.0530 -2.2742 0.272 1.200 -0.612 0.237
H -2.7933 -0.9904 1.1589 -0.423 -0.455 -1.251 0.227
C -0.8076 -1.3869 0.4743 0.020 0.229 -0.001 -0.450
H 0.6635 3.3223 2.5341 0.236 -1.336 -1.059 0.232
H -2.9631 -2.3888 -1.1523 0.051 -0.169 0.341 0.205
H -2.3937 -1.3622 -3.2594 1.320 0.525 1.386 0.240
C 2.7185 0.5127 0.5899 3.287 -0.519 0.546 -0.204
C 1.1879 2.4931 1.9703 1.805 0.226 0.016 -0.201
H -2.0990 0.2098 0.1597 -0.173 0.673 -0.140 0.196
H -0.1940 1.9510 0.3499 -0.650 0.372 0.389 0.213
H -3.8755 -0.9073 -1.2058 1.821 -0.214 -0.577 0.227
H -0.5678 -1.1288 1.5328 0.429 -0.100 -1.012 0.242
O 0.1921 -2.1286 -2.7880 -0.588 0.215 0.402 -0.480
N 0.8865 0.1138 -0.9106 -0.663 -1.746 1.421 0.087
C 0.0109 -0.8632 -0.6684 0.990 0.672 -3.376 0.094
C 3.2636 1.2192 1.6729 -1.632 0.291 0.074 -0.194
```
Positions in Å, forces in eV/Å.

## Properties
- Energy: -18235.87040 eV
- Energy above the lowest of the compared OMol25 structures with the same formula, charge and spin: 524.09 kJ/mol
- SMILES string: O=C1CCCC/C1=[N+](/[O-])c1ccccc1
- Frontier orbital gap (alpha / beta): 9.20 / 9.20 eV



No. 4
Entry from the Open Molecules 2025 dataset: one molecule with the formula C3H4O2 at a distorted geometry (wB97M-V/def2-TZVPD).

Geometry as XYZ:
```
9
Properties=species:S:1:pos:R:3:forces:R:3:nbo_charge:R:1
H 0.2607 1.9217 0.8401 1.688 -2.462 -0.926 0.158
H -2.2393 0.1907 -1.4022 0.313 -1.573 -0.649 0.203
H -1.6403 1.4422 -0.8398 -2.495 13.238 1.965 0.156
O -0.3383 -1.3799 -0.2807 0.150 1.153 0.563 -0.657
C -0.4326 -0.0171 -0.1626 -1.740 0.986 -3.058 0.207
C -1.3619 0.6169 -0.9570 3.534 -12.261 0.755 -0.381
C 0.6444 0.7926 0.5129 -0.411 -1.898 1.597 0.356
O 1.6178 0.1027 0.8631 -1.487 2.885 -0.331 -0.535
H 0.2837 -1.6913 0.3827 0.448 -0.068 0.084 0.493
```
Positions in Å, forces in eV/Å.

## Properties
- Energy: -7267.58876 eV
- Energy above the lowest of the compared OMol25 structures with the same formula, charge and spin: 298.83 kJ/mol
- SMILES string: C=C(O)C=O
- Frontier orbital gap: 9.32 eV



No. 5
Entry from the Open Molecules 2025 dataset: one molecule with the formula C10H24N2O3 (wB97M-V/def2-TZVPD).

Geometry as XYZ:
```
39
Properties=species:S:1:pos:R:3:forces:R:3:nbo_charge:R:1
H 1.0419 1.3732 1.7627 -0.036 -0.043 0.009 0.173
C 0.9321 1.9186 -2.8857 -0.322 0.105 0.103 -0.609
H 0.1909 -0.9748 3.4844 -0.031 -0.029 -0.120 0.175
C -0.7162 -2.1667 1.9170 -0.205 0.729 -0.405 0.081
H 2.5578 -1.4397 -1.6841 0.083 0.065 0.030 0.211
C 0.0566 -0.9297 2.3926 0.069 -0.402 0.267 -0.085
C -1.1615 2.3304 0.2060 -0.067 0.108 0.311 -0.235
H 0.4514 1.2651 -0.3977 0.012 0.023 -0.013 0.350
O -0.1280 -3.3432 2.4146 0.339 -0.301 0.040 -0.705
N -0.0064 2.1380 -0.6454 0.137 -0.147 0.131 -0.630
H -1.7022 3.2134 -0.1473 -0.008 -0.072 0.061 0.200
H 1.0496 -0.9266 1.9153 -0.109 0.006 0.074 0.176
H 0.6983 1.9590 -3.9464 0.042 -0.047 -0.127 0.210
H -0.1522 3.4932 1.7244 0.017 -0.128 -0.046 0.186
O -1.8964 2.8269 2.4564 -0.451 -0.052 0.195 -0.709
C -0.7582 2.5841 1.6680 0.412 -0.422 -0.256 0.079
H 2.2841 -3.1325 -2.0997 0.077 -0.106 -0.018 0.201
H 0.0935 -1.0124 -1.8193 -0.045 -0.027 -0.054 0.182
H -1.7259 -2.1415 2.3378 0.081 0.051 -0.051 0.184
H -1.8602 1.4746 0.1827 0.025 0.140 -0.016 0.166
C -0.8217 -2.1645 0.3835 -0.137 -0.165 0.364 -0.244
H 1.6457 2.7031 -2.6502 0.106 0.064 -0.001 0.214
H -0.7920 3.0712 -2.3094 -0.035 -0.087 -0.021 0.187
H -1.2695 -1.2139 0.0860 -0.039 -0.023 -0.031 0.206
C -0.3322 2.1100 -2.0594 0.113 -0.035 -0.151 -0.209
C 0.0560 1.4184 2.2451 0.014 0.460 -0.055 -0.089
O -0.6604 0.2214 2.0268 -0.148 0.111 -0.175 -0.564
C 0.4851 -2.0210 -1.6571 0.185 -0.042 -0.141 -0.207
H 0.7947 -3.3582 2.1339 -0.004 -0.015 0.085 0.461
N 0.4937 -2.2569 -0.2245 0.075 -0.193 0.176 -0.643
H -1.4948 -2.9787 0.0673 0.037 0.105 0.030 0.176
H -2.3912 1.9993 2.5059 -0.018 0.057 0.030 0.468
H 0.8789 -3.1831 -0.0519 -0.070 0.101 -0.087 0.347
H 1.9042 -1.8685 -3.2718 0.068 -0.021 -0.121 0.214
H -0.1772 -2.7237 -2.1934 0.019 0.140 0.049 0.162
H 0.2059 1.5822 3.3230 0.008 0.009 -0.132 0.182
C 1.8981 -2.1217 -2.2148 -0.317 0.083 0.043 -0.612
H 1.3918 0.9574 -2.6673 0.098 -0.141 -0.005 0.196
H -1.0639 1.3180 -2.3080 0.026 0.138 0.026 0.155
```
Positions in Å, forces in eV/Å.

## Properties
- Energy: -19881.34026 eV
- Energy above the lowest of the compared OMol25 structures with the same formula, charge and spin: 0.98 kJ/mol
- SMILES string: CCNC[C@@H](O)COC[C@H](O)CNCC
- Frontier orbital gap: 9.75 eV



No. 6
Entry from the Open Molecules 2025 dataset: one molecule with the formula C6H9N at a distorted geometry (wB97M-V/def2-TZVPD).

Geometry as XYZ:
```
16
Properties=species:S:1:pos:R:3:forces:R:3:nbo_charge:R:1
C 1.9498 -0.8001 -0.2956 0.785 0.079 0.080 -0.654
H 1.2901 2.2033 -0.2486 -0.063 -0.049 0.078 0.225
C 0.9121 0.0877 0.2500 0.863 0.086 0.651 0.203
H -1.3243 -0.5611 -1.4038 0.339 0.764 1.588 0.191
H -2.1021 -1.4650 -0.1166 -0.632 0.125 -0.079 0.197
N -0.0557 -0.4878 0.9691 -0.165 -0.295 -1.360 -0.485
C -0.7150 1.5976 0.5635 -0.062 -0.381 -0.321 -0.188
C -1.8840 -0.4344 -0.4075 -1.029 0.105 0.457 -0.621
H -0.1138 -1.4939 1.0361 -0.161 0.073 -0.331 0.388
C -1.2100 0.2842 0.7841 -0.281 0.098 -0.024 -0.024
H 1.5790 -1.7409 -0.7410 -0.233 0.546 0.199 0.217
C 0.6159 1.4463 0.1276 0.256 -0.117 0.258 -0.345
H 2.4602 -0.2413 -1.0648 0.578 -0.087 -0.168 0.232
H 2.6161 -1.0834 0.5098 0.615 -0.111 -0.039 0.225
H -2.7433 0.1598 -0.6578 -0.907 -0.335 -0.245 0.216
H -1.2751 2.5291 0.6953 0.097 -0.502 -0.743 0.222
```
Positions in Å, forces in eV/Å.

## Properties
- Energy: -7855.10432 eV
- Energy above the lowest of the compared OMol25 structures with the same formula, charge and spin: 294.79 kJ/mol
- SMILES string: Cc1ccc(C)[nH]1
- Frontier orbital gap (alpha / beta): 7.89 / 7.90 eV